Formula: C2H5NO
Source: OMol25
Level of theory: the ωB97M-V functional and the def2-TZVPD basis

## Properties
**Energy relative to the best compared isomer or geometry (same formula, charge and spin)**: 3.931 eV
**Gap between HOMO and LUMO**: 8.98 eV

Geometry as XYZ:
```
9
C2H5NO, DFT the ωB97M-V functional and the def2-TZVPD basis
C 0.762 -1.237 1.242
N 0.970 -1.201 -0.006
H -0.147 -0.781 1.675
H 1.475 -1.700 1.938
H 0.374 -1.743 -0.632
C -0.275 1.255 -0.708
O -1.458 1.204 -0.519
H 0.174 0.753 -1.580
H 0.381 1.837 -0.047
```


Formula: C3H4Br3Cl
Source: OMol25
Level of theory: the ωB97M-V functional and the def2-TZVPD basis

## Properties
**Energy relative to the best compared isomer or geometry (same formula, charge and spin)**: 3.384 eV
**Gap between HOMO and LUMO (alpha / beta)**: 8.56 / 7.34 eV

Geometry as XYZ:
```
11
C3H4Br3Cl, DFT the ωB97M-V functional and the def2-TZVPD basis
C -1.531 -0.043 -0.843
C -0.906 -0.659 0.230
C -0.521 2.453 -1.024
Cl 0.447 -1.691 -0.410
Br -1.674 3.833 -0.658
Br 0.027 2.331 -2.790
Br 0.963 2.668 0.192
H -2.564 0.364 -0.610
H -1.335 -0.135 -1.895
H -0.567 -0.016 0.994
H -1.513 -1.429 0.759
```


Formula: C28H32BrEuN10O3S3
Source: OMol25
Level of theory: the ωB97M-V functional and the def2-TZVPD basis

## Properties
**2S+1**: 8
**Energy relative to the best compared isomer or geometry (same formula, charge and spin)**: 1.865 eV
**Net charge**: -1
**Gap between HOMO and LUMO (alpha / beta)**: 2.34 / 6.97 eV
**<S²>**: 15.769

Geometry as XYZ:
```
78
C28H32BrEuN10O3S3, DFT the ωB97M-V functional and the def2-TZVPD basis
Eu 0.071 0.028 0.014
S 2.243 -0.052 1.734
C 3.246 -0.190 0.328
S 2.654 0.448 -1.165
C 4.482 -0.807 0.396
C 5.251 -1.052 -0.748
N 5.870 -1.324 -1.680
C 4.960 -1.355 1.590
N 5.364 -1.850 2.549
C -1.880 -3.494 1.121
C -1.916 -2.030 1.555
C -2.867 -1.806 2.722
O -0.586 -1.598 1.910
C -2.235 -1.124 0.319
O -3.131 -0.286 0.376
O -1.462 -1.306 -0.657
H -1.550 -4.125 1.946
H -1.195 -3.615 0.282
H -2.872 -3.810 0.812
H -2.581 -2.433 3.568
H -3.882 -2.052 2.426
H -2.841 -0.760 3.020
H -0.330 -2.065 2.722
C 3.694 -4.566 0.773
C 2.922 -3.795 -0.245
C 3.236 -3.845 -1.603
C 2.494 -3.106 -2.508
C 1.483 -2.312 -2.004
Br 0.455 -1.207 -3.171
N 1.178 -2.212 -0.720
C 1.879 -2.956 0.136
H 3.717 -5.628 0.529
H 3.277 -4.431 1.768
H 4.724 -4.213 0.794
H 4.068 -4.438 -1.948
H 2.715 -3.112 -3.562
H 1.610 -2.850 1.184
C -1.544 4.434 -3.703
N -1.768 3.130 -3.123
C -2.927 2.374 -3.556
C -0.901 2.566 -2.241
N -1.086 1.455 -1.624
N 0.265 3.288 -2.014
C 1.130 3.146 -0.945
N 2.344 3.748 -1.153
N 0.744 2.618 0.155
H -2.491 4.828 -4.063
H -0.850 4.394 -4.551
H -1.159 5.130 -2.957
H -3.435 2.929 -4.338
H -3.632 2.214 -2.734
H -2.627 1.406 -3.964
H -1.982 1.010 -1.820
H 0.648 3.788 -2.803
H 2.671 3.788 -2.107
H 3.071 3.456 -0.514
H 1.485 2.646 0.858
S -2.653 4.698 4.564
C -2.057 3.420 3.510
C -1.046 2.580 3.976
C -0.590 1.569 3.152
N -1.064 1.348 1.924
C -2.031 2.155 1.490
C -2.556 3.193 2.232
C -3.699 5.600 3.415
C -3.142 6.497 2.517
C -3.998 7.131 1.627
N -5.303 6.928 1.603
C -5.825 6.091 2.480
C -5.070 5.399 3.419
H -0.618 2.722 4.957
H 0.210 0.915 3.484
H -2.430 1.948 0.507
H -3.342 3.801 1.814
H -2.079 6.682 2.505
H -3.622 7.832 0.896
H -6.897 5.964 2.422
H -5.527 4.715 4.117
```


Formula: C28H46NO3P3TeZr
Source: OMol25
Level of theory: the ωB97M-V functional and the def2-TZVPD basis

## Properties
**Net charge**: +2
**Gap between HOMO and LUMO**: 6.86 eV

Geometry as XYZ:
```
83
C28H46NO3P3TeZr, DFT the ωB97M-V functional and the def2-TZVPD basis
Zr 0.124 -0.339 0.137
C -4.915 1.015 -1.059
C -3.536 0.459 -1.405
C -2.744 1.433 -2.286
P -2.535 0.059 0.073
C -3.531 -1.054 1.144
C -2.958 -1.196 2.553
C -3.675 -2.412 0.447
C -2.287 1.574 1.045
C -3.287 2.076 1.887
C -3.051 3.181 2.678
C -1.787 3.774 2.671
C -0.782 3.284 1.861
C -1.029 2.196 1.022
N -0.013 1.690 0.146
C 0.905 2.631 -0.438
C 0.490 3.898 -0.828
C 1.396 4.792 -1.376
C 2.725 4.428 -1.551
C 3.128 3.150 -1.202
C 2.226 2.244 -0.647
P 2.625 0.511 -0.308
C 3.799 0.051 -1.636
C 4.412 -1.331 -1.430
C 3.105 0.151 -2.998
C 3.482 0.466 1.324
C 2.570 1.018 2.417
C 4.809 1.224 1.286
H -5.462 1.193 -1.987
H -4.836 1.971 -0.538
H -5.514 0.330 -0.458
H -3.656 -0.490 -1.935
H -2.705 2.420 -1.819
H -3.232 1.542 -3.255
H -1.717 1.107 -2.467
H -4.517 -0.589 1.207
H -1.902 -1.467 2.547
H -3.481 -2.003 3.068
H -3.074 -0.290 3.145
H -2.717 -2.938 0.410
H -4.059 -2.324 -0.571
H -4.376 -3.034 1.003
H -4.257 1.596 1.918
H -3.839 3.579 3.304
H -1.586 4.624 3.309
H 0.194 3.750 1.868
H -0.546 4.190 -0.700
H 1.059 5.776 -1.672
H 3.436 5.128 -1.970
H 4.158 2.861 -1.371
H 4.587 0.803 -1.580
H 3.663 -2.117 -1.538
H 4.879 -1.446 -0.452
H 5.179 -1.497 -2.188
H 2.289 -0.573 -3.067
H 3.815 -0.087 -3.791
H 2.704 1.145 -3.197
H 3.663 -0.595 1.517
H 2.309 2.059 2.227
H 3.085 0.969 3.376
H 1.647 0.445 2.548
H 4.661 2.273 1.017
H 5.523 0.784 0.588
H 5.265 1.202 2.277
C -0.703 -5.467 2.301
C -0.440 -5.308 0.830
O -0.349 -3.872 0.477
P 0.923 -2.989 0.666
O 0.456 -1.723 1.506
Te 2.932 -3.936 1.068
O 0.729 -2.069 -0.855
C 0.442 -2.721 -2.140
C -0.479 -1.823 -2.923
H -0.764 -6.531 2.534
H -1.646 -4.999 2.587
H 0.106 -5.040 2.897
H -1.264 -5.665 0.218
H 0.480 -5.791 0.509
H -0.002 -3.686 -1.918
H 1.397 -2.871 -2.637
H -1.472 -1.780 -2.474
H -0.585 -2.193 -3.942
H -0.066 -0.812 -3.004
```


Formula: C23H26N6O2S
Source: OMol25
Level of theory: the ωB97M-V functional and the def2-TZVPD basis

## Properties
**Energy relative to the best compared isomer or geometry (same formula, charge and spin)**: 22.266 eV
**Gap between HOMO and LUMO**: 7.91 eV

Geometry as XYZ:
```
58
C23H26N6O2S, DFT the ωB97M-V functional and the def2-TZVPD basis
C -6.658 -1.608 1.000
C -5.445 -0.861 0.254
C -4.185 -1.318 0.077
C -3.263 -0.723 -0.536
N -2.049 -1.410 -0.828
C -1.041 -0.689 -1.181
O -0.023 -1.333 -1.191
C -1.242 0.802 -1.761
C -2.505 1.353 -1.638
C -3.511 0.570 -0.987
C -4.887 1.365 -0.801
C -5.933 0.543 -0.318
H -6.788 0.699 -0.209
H -4.992 2.256 -1.140
H -2.631 2.330 -1.995
C -0.089 1.510 -1.988
N 0.960 1.538 -0.968
C 2.190 2.139 -1.352
C 3.318 1.917 -0.458
N 3.759 2.630 0.617
N 4.495 1.784 1.157
N 4.340 0.676 1.023
N 3.619 0.652 -0.114
C 3.206 -0.599 -0.719
H 2.176 -0.573 -1.156
H 3.712 -0.536 -1.934
C 3.921 -2.087 -0.272
C 3.256 -2.159 0.997
H 3.815 -2.986 1.720
C 2.063 -3.172 0.583
H 1.157 -2.393 0.372
C 2.453 -3.615 -1.013
H 2.643 -4.633 -0.940
H 1.748 -3.389 -1.672
O 3.723 -3.072 -1.129
H 1.839 -3.773 1.197
H 2.953 -1.462 1.463
H 4.982 -1.711 0.122
H 2.236 3.329 -1.554
H 2.382 1.840 -2.282
C 0.455 2.355 0.274
C -0.471 1.576 1.285
C -1.697 1.522 1.566
C -1.969 0.339 2.410
C -0.991 -0.325 2.456
S 0.657 0.046 1.630
H -0.762 -1.397 3.150
H -2.748 0.208 2.891
H -2.263 2.446 1.194
H -0.452 3.291 -0.156
H 1.231 2.956 0.599
H 0.504 1.002 -2.946
H -0.146 2.575 -2.635
H -1.850 -2.267 -0.261
H -4.028 -2.477 0.578
H -6.330 -2.488 1.465
H -7.556 -1.810 0.148
H -7.171 -1.046 1.824
```


Formula: C3H9NO2
Source: OMol25
Level of theory: the ωB97M-V functional and the def2-TZVPD basis

## Properties
**Energy relative to the best compared isomer or geometry (same formula, charge and spin)**: 4.075 eV
**Gap between HOMO and LUMO**: 10.79 eV

Geometry as XYZ:
```
15
C3H9NO2, DFT the ωB97M-V functional and the def2-TZVPD basis
C -2.167 0.939 0.062
N -2.427 -0.306 0.093
O -3.725 -0.527 -0.332
H -2.866 1.628 -0.410
H -1.258 1.299 0.496
H -3.796 -1.484 -0.211
C 0.719 0.215 -0.046
O 1.994 0.370 -0.573
C 2.912 -0.499 0.036
H 0.398 -0.842 -0.061
H 0.081 0.875 -0.657
H 0.646 0.546 1.013
H 2.876 -0.435 1.134
H 3.906 -0.229 -0.298
H 2.707 -1.551 -0.248
```


Formula: C15H27N5O6Pt
Source: OMol25
Level of theory: the ωB97M-V functional and the def2-TZVPD basis

## Properties
**2S+1**: 3
**Energy relative to the best compared isomer or geometry (same formula, charge and spin)**: 3.751 eV
**Gap between HOMO and LUMO (alpha / beta)**: 5.58 / 6.85 eV
**<S²>**: 2.085

Geometry as XYZ:
```
54
C15H27N5O6Pt, DFT the ωB97M-V functional and the def2-TZVPD basis
O -0.156 -0.846 -2.959
H -0.209 -0.921 -3.896
Pt 0.498 0.114 -0.008
N 1.753 -1.337 -0.886
N -0.456 -1.692 0.187
N 0.967 2.068 0.412
N -1.166 0.919 0.864
O 2.932 -1.028 -1.331
O 2.198 2.344 0.629
O -2.256 0.237 1.299
O -1.296 -1.966 1.145
C 0.016 -2.770 -0.465
C 1.283 -2.578 -1.056
C -0.008 2.917 0.769
C -1.172 2.250 1.185
C 2.105 -3.576 -1.813
H 1.900 -3.499 -2.877
H 1.818 -4.574 -1.480
H 3.168 -3.430 -1.649
C -0.712 -4.058 -0.318
H -1.729 -3.941 -0.686
H -0.772 -4.390 0.718
H -0.211 -4.829 -0.901
C 0.417 4.287 1.044
C -2.169 2.838 2.148
H 1.152 4.604 0.292
H 0.893 4.408 2.039
H -0.412 5.013 1.012
H -3.073 2.218 2.226
H -2.435 3.843 1.812
H -1.706 2.918 3.132
H 2.310 0.376 -1.639
H -1.902 -0.787 1.260
C -2.000 -0.123 -2.773
H -2.631 -0.999 -2.723
H -2.050 0.388 -3.781
H -2.065 0.548 -1.836
O 1.398 0.865 -1.757
H 0.707 -0.371 -2.768
H 1.285 1.839 -1.581
N 1.777 -0.245 1.719
C 1.166 0.259 2.907
C 1.593 1.472 3.374
C 0.929 2.039 4.456
C -0.146 1.338 5.043
C -0.577 0.119 4.523
C 0.086 -0.447 3.426
H 2.639 0.251 1.463
H 1.863 -1.258 1.637
H 2.440 1.969 2.892
H 1.286 2.988 4.858
H -0.628 1.749 5.948
H -1.404 -0.437 4.972
H -0.206 -1.387 2.989
```


Formula: C2H9OS
Source: OMol25
Level of theory: the ωB97M-V functional and the def2-TZVPD basis

## Properties
**Energy relative to the best compared isomer or geometry (same formula, charge and spin)**: 2.358 eV
**Net charge**: +1
**Gap between HOMO and LUMO**: 9.70 eV

Geometry as XYZ:
```
13
C2H9OS, DFT the ωB97M-V functional and the def2-TZVPD basis
O -0.233 -1.409 -1.860
H -0.871 -1.932 -2.336
H 3.087 -1.982 0.091
H 0.540 -1.927 -1.945
C -0.381 0.888 1.485
C -1.187 1.794 0.592
S -1.590 1.407 -0.984
H 0.480 1.487 1.677
H -0.951 0.817 2.370
H -0.225 -0.082 0.986
H 3.384 -2.415 0.587
H -1.410 2.885 0.803
H -0.643 0.469 -1.467
```


> What is the formula in the second record?

C3H4Br3Cl